w | Computed, not measured: 2 unconnected molecules or ions with the total composition C2H8NOS, with ωB97M-V/def2-TZVPD.

Last column: Löwdin spin population.
Geometry (Å):
C (-0.15, -1.22, -0.79)  0.003
C (-0.82, 0.18, -0.81)  0.118
S (0.03, 1.55, -0.13)  0.792
N (1.25, -1.24, -1.29)  0.005
H (-0.11, -1.53, 0.25)  0.001
H (-0.83, -1.81, -1.42)  -0.001
H (-1.00, 0.32, -1.90)  0.032
H (-1.86, 0.08, -0.47)  0.017
H (1.28, -0.30, -1.71)  0.004
H (1.86, -0.99, -0.51)  0.000
H (-0.42, -0.18, 1.85)  0.014
H (0.31, -0.08, 3.09)  0.001
O (-0.41, -0.59, 2.71)  0.015

HOMO (alpha / beta): -9.823 / -9.481 eV
Multiplicity: 2
Lowest unoccupied orbital energy (alpha / beta): 0.69 / -2.59 eV



x | Computed, not measured: 2 unconnected molecules or ions with the total composition C2H8NOS, with ωB97M-V/def2-TZVPD.

Last column: Löwdin spin population.
Geometry (Å):
C (-0.63, 1.60, -0.79)  0.045
C (-1.43, 0.61, 0.07)  0.101
S (-0.35, -0.16, 1.23)  0.822
N (0.18, 0.98, -1.83)  0.003
H (-0.07, 2.29, -0.18)  0.004
H (-1.34, 2.19, -1.37)  0.005
H (-1.96, -0.06, -0.62)  0.019
H (-2.33, 1.11, 0.46)  -0.001
H (-0.30, 0.87, -2.71)  0.000
H (0.57, 0.09, -1.54)  0.000
H (1.31, -2.42, 0.34)  0.002
H (2.55, -1.59, 0.10)  0.000
O (2.27, -2.50, 0.27)  0.000

HOMO (alpha / beta): -9.439 / -9.227 eV
Multiplicity: 2
Lowest unoccupied orbital energy (alpha / beta): 0.82 / -2.39 eV



Most stable of them? x.